1.
Computed, not measured: one molecule with the formula C4H8N2, with wB97M-V/def2-TZVPD.

Last column: Mulliken charge in e.
Element x y z (Å)
C  -0.9645  -1.6317  -0.1522  -0.97
C  0.0887  -0.8450  -0.3659  0.34
N  0.6387  -0.6348  -1.6244  -0.48
C  0.8094  -0.1658  0.7374  -0.58
C  0.5500  1.0880  1.1013  -0.05
N  -0.3637  1.9187  0.4673  -0.50
H  -1.3148  -1.8319  0.8431  0.29
H  -1.4810  -2.1208  -0.9610  0.26
H  0.0512  -0.8895  -2.4039  0.20
H  1.1246  0.2404  -1.7408  0.28
H  1.5852  -0.7253  1.2350  0.33
H  1.1052  1.5642  1.8979  0.39
H  -1.0406  1.4167  -0.0916  0.24
H  -0.7884  2.6170  1.0578  0.24

Computed properties:
* relative energy (zero: lowest compared OMol25 entry of this formula, charge and spin): 78.9 kJ/mol
* E: -7257.0575 eV
* molar mass: 84.12 g/mol
* LUMO: 1.087 eV
* HOMO-LUMO gap: 9.23 eV
* net charge: 0


2.
Computed, not measured: one molecule with the formula C4H8N2 in a non-equilibrium geometry, with wB97M-V/def2-TZVPD.

Last column: Mulliken charge in e.
Element x y z (Å)
C  0.5211  -1.3413  0.3606  -1.21
C  -0.3064  -0.1252  0.6678  -0.03
C  -1.2087  0.1143  -0.6287  -0.38
N  -0.3114  0.8654  -1.4036  -0.46
C  0.4983  1.4316  -0.6764  -0.08
N  0.4647  1.1304  0.6486  -0.49
H  1.0710  -1.1112  -0.6261  0.38
H  1.0656  -1.4594  1.3641  0.31
H  -0.0688  -2.2345  0.3534  0.35
H  -0.6846  0.0123  1.6619  0.36
H  -1.6253  -0.8262  -1.0129  0.32
H  -2.1558  0.7219  -0.4908  0.25
H  1.3031  2.0500  -1.0311  0.38
H  1.4370  0.7718  0.8132  0.30

Computed properties:
* relative energy (zero: lowest compared OMol25 entry of this formula, charge and spin): 153.3 kJ/mol
* E: -7256.2870 eV
* molar mass: 84.12 g/mol
* LUMO: 1.037 eV
* HOMO-LUMO gap: 10.21 eV
* net charge: 0


3.
Computed, not measured: one molecule with the formula C4H8N2 in a non-equilibrium geometry, with wB97M-V/def2-TZVPD.

Last column: Mulliken charge in e.
Element x y z (Å)
H  0.9901  -1.3554  2.3007  0.23
N  1.2045  -0.4151  1.9364  -0.73
C  0.5954  -0.2712  0.8324  0.57
C  -0.3027  -1.2831  0.1706  -0.19
C  -0.4614  -1.4434  -1.1406  -0.81
N  0.7706  0.8897  0.1126  -0.28
C  -0.3593  1.6597  -0.4468  -0.88
H  -0.9175  -1.8965  0.8658  0.26
H  -1.0808  -2.2298  -1.5608  0.26
H  0.0967  -0.7954  -1.8041  0.37
H  1.4430  1.4925  0.5912  0.29
H  -1.0626  2.0629  0.3042  0.28
H  -0.9611  1.0702  -1.1760  0.31
H  0.0453  2.5151  -0.9857  0.33

Computed properties:
* relative energy (zero: lowest compared OMol25 entry of this formula, charge and spin): 92.0 kJ/mol
* E: -7256.9215 eV
* molar mass: 84.12 g/mol
* LUMO: 1.007 eV
* HOMO-LUMO gap: 10.07 eV
* net charge: 0


4.
Computed, not measured: a 2-piece molecular cluster, C4H8N2 overall in a non-equilibrium geometry, with wB97M-V/def2-TZVPD.

Last column: Mulliken charge in e.
Element x y z (Å)
C  1.4615  -0.0321  0.5740  -1.31
C  0.1374  -0.0224  -0.1484  1.02
C  -0.7066  -1.2724  -0.1504  -1.46
N  0.0459  0.7416  -1.2567  -0.54
C  -1.0489  1.2113  1.1163  -0.01
N  -2.0644  1.6539  0.7414  -0.50
H  1.2535  0.5778  1.4442  0.37
H  2.2736  0.4172  -0.0061  0.36
H  1.7542  -1.0338  0.9010  0.33
H  -0.4190  -1.9388  -0.9787  0.39
H  -1.7519  -0.9906  -0.2637  0.39
H  -0.5760  -1.8134  0.7869  0.38
H  -0.9138  0.8858  -1.5518  0.34
H  0.5546  1.6158  -1.2080  0.24

Computed properties:
* relative energy (zero: lowest compared OMol25 entry of this formula, charge and spin): 196.7 kJ/mol
* E: -7255.8366 eV
* molar mass: 84.12 g/mol
* LUMO: -0.076 eV
* HOMO-LUMO gap: 9.68 eV
* net charge: 0


What is the molar mass in the third record?
84.12 g/mol


Look up the molar mass of the first one.
84.12 g/mol